a | C7H17NO2 | ωB97M-V/def2-TZVPD

Properties
Structure (SMILES)   CCCC(C)(C)N.O=CO
LUMO level   0.2334 eV
Highest occupied orbital energy   -0.339 Ha

Structure (ORCA input):
```
! wB97M-V def2-TZVPD RIJCOSX def2/J DEFGRID3
* xyz 0 1
C -1.8798 3.3551 -0.7171
C -0.6631 2.5307 -0.3079
C -0.8508 1.0419 -0.5905
C 0.3156 0.1091 -0.2055
C 1.5942 0.4762 -0.9612
C 0.5659 0.1249 1.3044
N -0.0367 -1.2828 -0.5798
H -2.7785 3.0294 -0.1723
H -1.7271 4.4227 -0.5033
H -2.0836 3.2518 -1.7934
H 0.2235 2.9037 -0.8430
H -0.4678 2.6877 0.7638
H -1.7542 0.6913 -0.0622
H -1.0510 0.9066 -1.6672
H 2.0374 1.3949 -0.5557
H 2.3376 -0.3280 -0.8706
H 1.3863 0.6396 -2.0293
H -0.3760 -0.0047 1.8582
H 1.2510 -0.6854 1.5897
H 1.0215 1.0729 1.6174
H -1.0075 -1.3306 -0.8867
H 0.0136 -1.8996 0.2490
O 2.3391 -4.4479 0.7173
C 1.1424 -4.6239 0.8339
O 0.4544 -4.2893 1.9089
H 0.5437 -5.1175 0.0391
H -0.5502 -4.6289 1.8643
*
```

Here are the Mulliken charges for atoms 1 to 5, given in e: number 1, C, carries -1.342; number 2, C, carries -0.261; number 3, C, carries -1.088; number 4, C, carries 1.892; number 5, C, carries -1.716

b | C7H17NO2 | ωB97M-V/def2-TZVPD

Properties
Structure (SMILES)   COC(C)(C)C.CC(N)=O
LUMO level   0.7071 eV
Highest occupied orbital energy   -0.336 Ha

Structure (ORCA input):
```
! wB97M-V def2-TZVPD RIJCOSX def2/J DEFGRID3
* xyz 0 1
C 0.3869 1.5574 -1.0267
O 0.2418 0.3591 -0.2783
C -0.2067 -0.9713 -0.9874
C -1.7046 -0.9028 -1.2492
C 0.1405 -2.1245 -0.0524
C 0.5836 -1.1281 -2.2833
H 1.0189 2.2258 -0.4332
H 0.9046 1.4481 -1.9814
H -0.5898 2.0252 -1.1804
H -2.2702 -0.8075 -0.3189
H -1.9510 -0.0506 -1.8893
H -2.0402 -1.8057 -1.7737
H 1.1971 -2.0776 0.2322
H -0.4396 -2.0857 0.8730
H -0.0221 -3.0919 -0.5425
H 0.3058 -0.3780 -3.0285
H 0.3941 -2.1058 -2.7414
H 1.6578 -1.0261 -2.1030
C -0.3279 2.2118 2.2257
C 0.0391 0.7717 2.4738
N 1.3348 0.3803 2.1805
O -0.6160 0.0960 3.2846
H -0.6959 2.6716 3.1462
H 0.5097 2.7965 1.8367
H -1.1615 2.2221 1.5191
H 1.4972 0.0022 1.2504
H 1.8135 -0.2122 2.8473
*
```

Here are the Mulliken charges for atoms 1 to 5, given in e: number 1, C, carries -0.977; number 2, O, carries -0.266; number 3, C, carries 1.752; number 4, C, carries -1.628; number 5, C, carries -1.656

The least stable of them is b.

a | C7H13N | ωB97M-V/def2-TZVPD

Properties
Structure (SMILES)   C=NC(C)(C)C(=C)C
LUMO level   0.9503 eV
Highest occupied orbital energy   -0.331 Ha

Structure (ORCA input):
```
! wB97M-V def2-TZVPD RIJCOSX def2/J DEFGRID3
* xyz 0 1
C -2.0974 0.6308 -0.6255
N -1.2629 0.6441 0.3141
C 0.1212 0.5852 0.2298
C 0.7155 0.9374 1.6069
C 0.6807 1.5770 -0.9198
C 0.3268 -1.0217 -0.1864
C 0.8406 -1.4667 -1.2878
C -0.3249 -1.8980 0.8523
H -3.1775 0.7637 -0.3883
H -1.7510 0.6013 -1.6389
H 1.2097 1.8419 1.7418
H 1.4908 0.2506 1.7341
H -0.1153 0.7491 2.3906
H 0.2569 2.5462 -0.6737
H 1.7903 1.6096 -0.8966
H 0.4857 1.4287 -1.9153
H 1.3192 -0.8919 -2.0872
H 0.7867 -2.5492 -1.3755
H -0.4016 -2.8962 0.4089
H -1.2816 -1.5779 1.0482
H 0.3881 -1.8641 1.6683
*
```

Here are the Mulliken charges for atoms 1 to 5, given in e: number 1, C, carries -0.402; number 2, N, carries -0.528; number 3, C, carries 2.060; number 4, C, carries -1.705; number 5, C, carries -2.030

b | C7H13N | ωB97M-V/def2-TZVPD

Properties
Structure (SMILES)   C[C@@]12CCC[C@@]1(C)N2
LUMO level   1.0350 eV
Highest occupied orbital energy   -0.296 Ha

Structure (ORCA input):
```
! wB97M-V def2-TZVPD RIJCOSX def2/J DEFGRID3
* xyz 0 1
C -0.3189 -1.5636 1.4555
C -0.7005 -0.2576 0.7555
C 0.2585 1.0364 1.1320
C 1.4548 0.7747 0.1516
C 0.9936 -0.4208 -0.7855
C -0.5444 -0.2094 -0.7208
C -0.7779 0.9441 -1.7926
N -1.8902 -0.5346 0.0311
H -0.9528 -1.8703 2.2671
H 0.6938 -1.7006 1.7337
H -0.4937 -2.2462 0.6627
H 0.6888 1.2825 2.1638
H -0.3023 1.9444 0.8432
H 1.8035 1.6046 -0.4465
H 2.1853 0.3390 0.7173
H 1.5557 -1.4270 -0.4936
H 1.0143 0.0970 -1.8319
H -0.7362 0.5521 -2.8305
H -0.0070 1.7432 -1.7605
H -1.6635 1.4170 -1.5509
H -2.2607 -1.5047 0.2995
*
```

Here are the Mulliken charges for atoms 1 to 5, given in e: number 1, C, carries -1.763; number 2, C, carries 1.245; number 3, C, carries -0.818; number 4, C, carries -0.700; number 5, C, carries -0.830

c | C7H13N | ωB97M-V/def2-TZVPD

Properties
Structure (SMILES)   C=C/C=C/CCCN
LUMO level   1.1347 eV
Highest occupied orbital energy   -0.313 Ha

Structure (ORCA input):
```
! wB97M-V def2-TZVPD RIJCOSX def2/J DEFGRID3
* xyz 0 1
C 0.9952 -2.1609 -3.6068
C 0.2664 -1.7746 -2.5599
C 0.8295 -0.9905 -1.4626
C 0.1112 -0.3486 -0.5325
C 0.7038 0.2800 0.6849
C -0.2196 0.2094 1.8957
C -1.3559 1.2170 1.7941
N -0.9757 2.4457 2.4862
H 2.0392 -1.8728 -3.5486
H 0.5745 -2.7245 -4.4229
H -0.7892 -2.0244 -2.5097
H 1.9124 -0.9385 -1.3682
H -0.9640 -0.3201 -0.6902
H 0.8940 1.3473 0.4622
H 1.7291 -0.0789 0.7959
H -0.6491 -0.7913 1.9819
H 0.3613 0.3767 2.8016
H -1.7277 1.4112 0.7821
H -2.2504 0.8233 2.2938
H 0.0019 2.6392 2.4850
H -1.4868 3.2751 2.2381
*
```

Here are the Mulliken charges for atoms 1 to 5, given in e: number 1, C, carries -0.764; number 2, C, carries -0.134; number 3, C, carries -0.158; number 4, C, carries -0.348; number 5, C, carries -0.374

d | C7H13N | ωB97M-V/def2-TZVPD

Properties
LUMO level (alpha / beta)   0.7159 / 0.9917 eV
Highest occupied orbital energy (alpha / beta)   -0.228 / -0.245 Ha

Structure (ORCA input):
```
! wB97M-V def2-TZVPD RIJCOSX def2/J DEFGRID3
* xyz 0 1
C -2.2178 -0.8494 0.6847
C 1.5187 2.5577 -1.3845
C 0.6575 -1.7701 -0.4066
C -2.0110 -1.1260 2.1433
C 1.6434 1.1284 -0.9329
C 0.0101 -0.4881 -0.2520
C -0.6390 0.5262 -0.0259
N 2.7101 0.4648 -0.9096
H 3.5525 0.9694 -1.2402
H -1.0353 1.5111 0.0607
H -2.9986 -0.1338 0.4393
H -2.2773 -1.7192 0.0363
H 1.2678 3.1935 -0.5303
H 0.7091 2.6603 -2.1123
H 2.4501 2.9363 -1.8342
H 0.1646 -2.3774 -1.1686
H 1.6899 -1.5591 -0.7246
H 0.6825 -2.3161 0.5387
H -1.1440 -1.7711 2.3142
H -2.8753 -1.6346 2.5953
H -1.8581 -0.2029 2.7093
*
```

Here are the Mulliken charges for atoms 1 to 5, given in e: number 1, C, carries -0.884; number 2, C, carries -1.227; number 3, C, carries -1.248; number 4, C, carries -0.732; number 5, C, carries 0.412

The least stable of them is d.

a | C7H13N | ωB97M-V/def2-TZVPD

Properties
LUMO level (alpha / beta)   0.7921 / 0.7882 eV
Highest occupied orbital energy (alpha / beta)   -0.195 / -0.196 Ha

Structure (ORCA input):
```
! wB97M-V def2-TZVPD RIJCOSX def2/J DEFGRID3
* xyz 0 1
C 0.9738 -1.2390 0.7810
C -1.9476 0.3604 -0.9590
C 1.3210 1.3699 0.4765
C -1.0991 -0.1568 0.1579
C 1.0655 -0.0049 -0.0791
N -1.5758 0.1238 1.4631
C -0.2439 -1.2735 -0.0915
C 1.3135 -0.4107 -1.4433
H -1.1353 -0.3969 2.2070
H -1.5911 1.1128 1.6901
H 1.7086 -2.0153 0.5838
H 0.8236 -1.0627 1.8428
H -0.4429 -2.0837 -0.7923
H -1.3731 0.3978 -1.8884
H -2.8262 -0.2751 -1.1387
H -2.3257 1.3623 -0.7323
H 0.9581 2.1340 -0.2123
H 2.4092 1.4916 0.5699
H 0.8689 1.5230 1.4577
H 1.1380 0.2843 -2.2532
H 1.9804 -1.2413 -1.6396
*
```

Here are the Mulliken charges for atoms 1 to 5, given in e: number 1, C, carries -0.814; number 2, C, carries -1.353; number 3, C, carries -1.407; number 4, C, carries 0.331; number 5, C, carries 0.982

b | C7H13N | ωB97M-V/def2-TZVPD

Properties
Structure (SMILES)   C1CNC2(C1)CCC2
LUMO level   1.1009 eV
Highest occupied orbital energy   -0.314 Ha

Structure (ORCA input):
```
! wB97M-V def2-TZVPD RIJCOSX def2/J DEFGRID3
* xyz 0 1
C 1.9587 0.7769 0.1297
C 2.0468 -0.7485 -0.0278
N 0.7529 -1.1387 0.4621
C -0.2441 -0.1480 0.0587
C 0.5346 1.1156 -0.3997
C -1.3555 -0.6182 -0.8985
C -2.2798 0.1911 0.0138
C -1.2796 0.1531 1.1179
H 1.9104 1.0730 1.2172
H 2.7462 1.3490 -0.3100
H 2.8532 -1.2802 0.5863
H 2.2049 -0.9498 -1.0805
H 0.4404 -2.0622 0.1409
H 0.5831 1.1614 -1.4783
H 0.0882 2.0570 -0.1411
H -1.4893 -1.7289 -0.7783
H -1.2601 -0.4694 -1.9546
H -3.2523 -0.2532 0.1624
H -2.3441 1.2638 -0.3581
H -1.1339 1.0082 1.8120
H -1.4807 -0.7521 1.7260
*
```

Here are the Mulliken charges for atoms 1 to 5, given in e: number 1, C, carries -0.664; number 2, C, carries -0.492; number 3, N, carries -0.501; number 4, C, carries 1.183; number 5, C, carries -1.079

The least stable of them is a.